ORCA calculation (the ωB97M-V functional and the def2-TZVPD basis) on C60H70Cl2N10 as an isolated structure.

Atoms and positions in Å:
C  5.217  21.628  11.015
N  5.670  20.525  10.108
C  5.587  20.689  8.749
C  5.849  19.471  8.026
C  6.208  18.282  8.648
C  6.317  18.204  10.048
C  6.061  19.362  10.768
C  6.403  17.094  7.805
C  7.667  16.407  7.676
C  7.770  15.299  6.839
N  6.685  14.905  6.120
C  5.473  15.538  6.231
C  5.312  16.630  7.095
C  6.794  13.792  5.174
H  6.066  22.311  11.006
H  5.014  21.207  12.000
H  4.296  22.044  10.607
H  5.150  21.553  8.272
H  5.650  19.445  6.965
H  6.527  17.197  10.374
H  6.151  19.574  11.824
H  8.579  16.770  8.128
H  8.602  14.629  6.680
H  4.694  15.081  5.639
H  4.318  16.966  7.349
H  6.082  12.986  5.353
H  7.827  13.445  5.138
H  6.690  14.019  4.113
C  10.596  13.824  10.679
N  11.020  15.162  11.082
C  12.100  15.749  10.454
C  12.632  16.959  10.885
C  12.141  17.477  12.069
C  11.022  16.834  12.749
C  10.464  15.751  12.169
C  12.822  18.581  12.704
C  13.508  18.390  13.896
C  14.230  19.482  14.483
N  14.170  20.690  13.842
C  13.432  20.944  12.742
C  12.822  19.877  12.122
C  15.045  21.793  14.396
H  10.392  13.795  9.608
H  9.579  13.606  11.005
H  11.396  13.155  10.995
H  12.553  15.202  9.640
H  13.478  17.392  10.372
H  10.731  17.134  13.745
H  9.599  15.325  12.656
H  13.527  17.456  14.438
H  14.773  19.444  15.416
H  13.519  21.965  12.401
H  12.403  20.043  11.141
H  14.687  22.016  15.401
H  14.996  22.692  13.782
H  16.083  21.462  14.392
C  1.677  9.905  9.907
N  1.714  9.855  11.359
C  0.978  10.762  12.131
C  1.034  10.747  13.553
C  1.829  9.794  14.204
C  2.436  8.765  13.371
C  2.471  8.896  11.928
C  1.913  9.585  15.658
C  1.828  8.312  16.285
C  2.178  8.087  17.606
N  2.608  9.199  18.370
C  2.749  10.439  17.777
C  2.322  10.643  16.450
C  3.273  8.946  19.655
H  2.006  10.897  9.596
H  0.663  9.692  9.568
H  2.339  9.166  9.455
H  0.311  11.425  11.600
H  0.363  11.388  14.105
H  3.024  7.928  13.718
H  3.067  8.276  11.275
H  1.645  7.419  15.705
H  2.416  7.094  17.958
H  3.295  11.136  18.396
H  2.655  11.578  16.024
H  2.848  8.229  20.357
H  3.164  9.896  20.179
H  4.308  8.671  19.455
C  3.902  5.110  11.558
N  4.574  6.331  11.868
C  5.817  6.599  11.365
C  6.566  7.740  11.600
C  6.031  8.603  12.604
C  4.727  8.269  13.223
C  3.985  7.160  12.793
C  6.814  9.809  12.990
C  7.290  9.920  14.307
C  8.118  10.940  14.665
N  8.577  11.808  13.723
C  8.025  11.790  12.507
C  7.174  10.810  12.111
C  9.609  12.784  14.022
H  3.257  5.272  10.693
H  3.204  4.821  12.344
H  4.608  4.294  11.407
H  6.114  5.869  10.626
H  7.591  7.893  11.296
H  4.286  8.930  13.954
H  2.946  6.950  13.000
H  7.043  9.159  15.032
H  8.558  10.967  15.650
H  8.507  12.420  11.774
H  6.727  10.730  11.131
H  9.232  13.698  14.480
H  10.127  13.079  13.109
H  10.333  12.289  14.669
C  3.598  10.598  14.205
N  4.318  11.810  13.739
C  5.679  11.773  13.773
C  6.330  12.912  13.406
C  5.652  14.092  13.175
C  4.268  13.992  13.120
C  3.620  12.819  13.396
C  6.408  15.365  12.982
C  5.864  16.625  12.566
C  6.626  17.782  12.323
N  7.914  17.721  12.440
C  8.527  16.572  12.808
C  7.816  15.374  13.070
C  8.607  18.945  12.133
H  4.126  9.678  13.954
H  2.549  10.594  13.910
H  3.605  10.621  15.295
H  6.161  10.856  14.078
H  7.409  12.907  13.367
H  3.594  14.807  12.902
H  2.546  12.710  13.353
H  4.814  16.760  12.352
H  6.138  18.745  12.348
H  9.600  16.522  12.697
H  8.375  14.491  13.341
H  8.415  19.165  11.083
H  9.660  18.666  12.156
H  8.292  19.772  12.770
Cl  4.441  10.668  11.548
Cl  3.237  16.577  13.685

Results
Charge: +8
Lowest unoccupied orbital energy in eV: -18.0369
Molecular weight in g mol⁻¹: 1002.20
E_tot in eV: -103172.6338
HOMO energy in eV: -22.3471
Orbital gap in eV: 4.310

Atomic partial charges in e from the Mulliken method, atoms 1 to 5:
1 C -1.0000
2 N 0.0810
3 C -0.5369
4 C -0.3610
5 C 0.2966